[1]
The following is a quantum chemistry calculation of a 2-piece molecular cluster, C4H11FO overall at a distorted geometry, from the OMol25 dataset.

Positions of all 17 atoms, in Å:
1 F 4.05523 -1.11689 2.57739
2 C 0.00000 0.00000 0.00000
3 C 3.53328 -1.10244 1.33946
4 C 1.50837 -0.39374 -0.02297
5 C 2.07319 -0.56411 1.33230
6 H -0.06309 1.04558 0.34553
7 H -0.38571 -0.65777 0.79697
8 H -0.63937 -0.11515 -0.89137
9 H 4.31380 -0.51276 0.82129
10 H 3.54879 -2.12569 0.91740
11 H 1.98953 0.53299 -0.39055
12 H 1.91129 -1.23911 -0.61327
13 H 2.04124 0.39316 1.88733
14 H 1.43608 -1.28900 1.87458
15 O -3.35836 -1.46066 -1.71863
16 H -2.43678 -1.54286 -2.05357
17 H -3.78862 -0.82146 -2.33063

The HOMO energy is -0.4150 Eh. The calculation puts the frontier orbital gap at 0.44313 hartree.

---

[2]
The following is a quantum chemistry calculation of a 2-piece molecular cluster, C4H11FP overall at a distorted geometry, from the OMol25 dataset.

Positions of all 17 atoms, in Å:
1 C -0.03648 -0.77835 1.45790
2 C -1.34435 1.26165 -0.62735
3 C 0.34540 -1.09152 -1.40963
4 C 1.44075 1.20267 0.20531
5 F 1.82659 1.75835 -0.93298
6 P 0.02395 0.14796 -0.07916
7 H 0.98103 -0.82743 1.69686
8 H -0.34992 -1.78660 1.19518
9 H -0.55322 -0.47959 2.34332
10 H -1.60256 2.03980 0.26123
11 H -2.19849 0.81326 -1.03459
12 H -0.91891 1.91483 -1.49067
13 H -0.48759 -1.02896 -2.23652
14 H 0.43025 -2.02638 -0.88776
15 H 1.28965 -0.87143 -1.82751
16 H 0.66312 2.49369 0.97983
17 H 2.24742 0.69216 0.68108

Its charge is +1. The HOMO energy is -0.5646 Eh. The calculation puts the frontier orbital gap at 0.41375 hartree.

---

[3]
The following is a quantum chemistry calculation of C4H11FS as an isolated structure at a distorted geometry, from the OMol25 dataset.

Positions of all 17 atoms, in Å:
1 C 2.47876 -1.18986 0.00194
2 C 1.45224 1.35517 -0.07751
3 C -2.99600 -0.03993 -0.06777
4 C -1.50354 -0.09002 0.17135
5 H 3.02698 -0.97748 -0.91856
6 H 3.08993 -0.90451 0.86149
7 H 2.29057 -2.26678 0.05575
8 H 2.07455 1.61714 0.78245
9 H 2.01488 1.53504 -1.00001
10 H 0.57016 1.99904 -0.07644
11 H -3.22278 -0.26882 -1.11159
12 H -3.38604 0.95579 0.16388
13 H -3.50885 -0.76905 0.56704
14 H -0.97412 0.62957 -0.46418
15 H -1.26052 0.12750 1.21793
16 F -1.02654 -1.35971 -0.12495
17 S 0.88033 -0.35308 0.01921

The HOMO energy is -0.3000 Eh. The calculation puts the frontier orbital gap at 0.33639 hartree.

---

[4]
The following is a quantum chemistry calculation of one molecule with the formula C4H11N2 at a distorted geometry, from the OMol25 dataset.

Positions of all 17 atoms, in Å:
1 C -1.46047 0.88828 0.73062
2 C -1.26068 0.11105 -0.56814
3 C 0.05785 -0.65093 -0.63724
4 C 1.22816 0.01464 -0.49987
5 N 2.47500 -0.63791 -0.98965
6 N -1.37682 -0.02587 1.89912
7 H -0.63787 1.60054 0.83626
8 H -2.43701 1.38620 0.74476
9 H -2.10719 -0.56382 -0.69589
10 H -1.26273 0.80949 -1.41614
11 H -0.02937 -1.71505 -0.71503
12 H 1.42765 1.02556 -0.21634
13 H 2.38337 -0.91245 -2.03382
14 H 2.66516 -1.49697 -0.48862
15 H 3.27757 0.00280 -0.90735
16 H -2.25423 -0.12521 2.38878
17 H -0.68841 0.28967 2.56856

Its expectation value of S² is 0.75. Its multiplicity is 2. The HOMO energy (spin up / spin down) is -0.1402 / -0.3233 Eh. The calculation puts the frontier orbital gap (spin up / spin down) at 0.17504 / 0.35367 hartree.

---

[5]
The following is a quantum chemistry calculation of an isolated ion of composition C4H11N2 and charge +1 at a distorted geometry, from the OMol25 dataset.

Positions of all 17 atoms, in Å:
1 C 0.20267 -0.55583 0.27394
2 C 0.41911 0.26206 1.64482
3 C -0.52020 -0.76339 -2.00650
4 C -0.49441 1.29215 -0.73496
5 N 1.34711 -0.25478 2.41687
6 N 0.16513 0.04456 -1.00768
7 H 0.90834 -1.34886 0.31121
8 H -0.79924 -1.05534 0.57386
9 H -0.27747 1.05611 1.75986
10 H -0.68699 -0.04754 -2.83144
11 H 0.07159 -1.58305 -2.17521
12 H -1.49238 -1.09322 -1.70382
13 H 0.12609 2.08989 -0.18267
14 H -0.87911 1.70545 -1.65034
15 H -1.36525 1.12934 -0.17907
16 H 1.76488 -1.13882 2.22816
17 H 1.51011 0.26126 3.26296

Its charge is +1. The HOMO energy is -0.4847 Eh. The calculation puts the frontier orbital gap at 0.28680 hartree.

---

[6]
The following is a quantum chemistry calculation of an isolated ion of composition C4H11N2 and charge +1 at a distorted geometry, from the OMol25 dataset.

Positions of all 17 atoms, in Å:
1 C -1.37112 -0.14540 -0.22148
2 C -2.76350 0.27607 -0.08790
3 C 2.03239 0.83503 0.59355
4 C 1.23542 -1.20496 -0.59388
5 N -0.39067 0.49606 0.24319
6 N 0.87183 0.17264 -0.08591
7 H -1.05671 -1.09822 -0.69196
8 H -3.26577 -0.16422 -0.90472
9 H -2.83238 1.36791 0.08999
10 H -3.22019 -0.28251 0.79934
11 H 1.84239 1.92068 0.91396
12 H 2.35068 0.39736 1.48758
13 H 2.82768 0.83621 -0.20771
14 H 1.12776 -2.11353 0.16706
15 H 0.80344 -1.40666 -1.51327
16 H 2.37385 -1.32363 -0.77112
17 H -0.56511 1.43717 0.78329

Its charge is +1. The HOMO energy is -0.4968 Eh. The calculation puts the frontier orbital gap at 0.35572 hartree.

---

For each record above, in turn, the calculated E_tot values are -334.0759, -599.8656, -656.9741, -268.3605, -268.1835, -268.1760 Eh.
For each record above, in turn, the calculated relative energy (zero: lowest compared OMol25 entry of this formula, charge and spin) values are 8.77, 25.50, 13.09, 53.41, 76.21, 80.85 kcal per mole.